The following is a DFT calculation (the ωB97M-V functional and the def2-TZVPD basis) of a structure of composition H18Mg2O25S4.

Last column: natural (NBO) charge in e.
Geometry (Å):
Mg -1.22488 2.57583 -0.65136  1.779
Mg 2.08714 0.46352 1.57731  1.850
S 0.14538 -0.21023 0.10073  2.721
O 1.52198 0.15703 -0.23923  -1.170
O -0.77876 0.87988 -0.20668  -1.085
O -0.28652 -1.43593 -0.53949  -1.063
O 0.26107 -0.39100 1.50009  -1.149
S 0.65480 3.36812 0.96650  2.651
O 1.48575 2.23767 1.40277  -1.240
O 0.52659 3.38166 -0.46928  -1.146
O -0.78791 3.11599 1.20687  -1.118
O 1.05257 4.61902 1.60782  -1.020
S -3.46825 3.81099 -0.51200  2.624
O -2.17101 4.24502 -0.94942  -1.184
O -3.11877 2.42403 -0.31683  -1.197
O -3.83718 4.45975 0.76146  -1.064
O -4.49127 4.04335 -1.56518  -1.084
S 3.07699 -2.55308 2.17840  2.590
O 2.28815 -3.72602 1.80452  -0.761
O 2.67103 -2.46697 3.58284  -0.697
O 4.46708 -2.91280 2.06449  -0.940
O 2.69878 -1.30967 1.57649  -1.141
O -2.03733 -3.13425 0.11895  -0.982
H -1.38412 -2.45942 -0.06591  0.488
H -1.53201 -3.86780 0.46935  0.458
O -3.36808 -0.20844 -1.36595  -0.979
H -2.53579 -0.67832 -1.31378  0.459
H -3.24692 0.55739 -0.80465  0.508
O -0.11469 -2.43096 2.84932  -0.983
H -0.11613 -1.63500 2.31765  0.482
H -0.97985 -2.81541 2.70817  0.460
O 3.51863 -1.66768 -1.66868  -0.955
H 3.54737 -2.53422 -1.26308  0.467
H 3.02352 -1.12980 -1.05079  0.484
O 2.57868 1.45456 -2.64780  -0.975
H 2.46265 2.29882 -2.21190  0.477
H 2.33646 0.80726 -1.98557  0.491
O 0.03004 -1.70575 -3.10479  -0.968
H -0.04746 -1.74758 -2.15165  0.490
H -0.47632 -2.45447 -3.41984  0.452
O 0.94167 -3.63595 -0.53042  -1.005
H 1.36817 -3.80233 0.31020  0.477
H 0.75105 -2.69797 -0.52132  0.480
O -1.34951 0.62759 3.50528  -0.976
H -0.78603 0.31205 2.79878  0.482
H -2.12131 0.97623 3.05915  0.481
O -1.08789 2.28264 -2.58043  -0.968
H -0.81744 1.54512 -3.12739  0.500
H -1.33015 2.96751 -3.20373  0.500

Max |F| (eV Å⁻¹): 6.0
LUMO (alpha / beta) (Eh): 0.20355 / 0.11763
Frontier orbital gap (alpha / beta) (eV): 5.481 / 3.143
Total energy (Eh): -3885.0696
Charge: -3
HOMO (alpha / beta) (Ha): 0.002 / 0.002
Molecular weight (g/mol): 595.00
Multiplicity: 2